Record 1
This record from OMol25 describes a molecular structure, C29H33FN9O3PRu. The level of theory is the ωB97M-V functional and the def2-TZVPD basis.

XYZ file:
```
77
Properties=species:S:1:pos:R:3:forces:R:3
Ru -2.718721 -0.704197 -0.326992 -0.4604 -0.2348 2.3808
C -8.061219 -0.655783 0.913598 -0.7892 0.3396 0.4966
N -6.841531 -1.018929 0.242833 0.9207 0.0946 -0.1558
C -6.720949 -1.921760 -0.761201 0.3603 -0.3436 -0.4599
C -5.400054 -1.954119 -1.120791 -0.3957 -0.2334 -0.2319
N -4.723326 -1.070098 -0.344674 -0.4256 0.0954 0.3282
C -5.615709 -0.511969 0.487908 0.1850 0.2710 0.2762
P -5.248854 0.782037 1.745750 0.6937 -0.3644 -0.5210
C -3.896061 -0.137340 2.598826 -0.4344 0.2456 -0.3113
N -2.939573 -0.842758 1.996622 -0.3287 0.7888 -2.3776
C -2.206660 -1.436956 2.958613 0.3526 -0.2419 0.3240
C -2.723863 -1.084340 4.178852 0.4542 -0.3667 -0.2660
N -3.779216 -0.268658 3.940559 0.2609 -0.1983 -0.7637
C -4.606717 0.345340 4.944669 -0.6202 0.4153 0.5642
C -4.155713 1.755940 0.619120 -0.1186 -0.2860 0.2659
N -3.209155 1.256752 -0.189114 -0.6168 0.4958 0.7995
C -2.645424 2.309276 -0.838393 0.0438 0.3579 -0.1469
C -3.259293 3.457614 -0.418189 0.5058 -0.1172 -0.4493
N -4.201896 3.095308 0.487556 0.2967 -0.7056 -0.2023
C -5.112846 3.978953 1.163316 -0.6621 0.5216 0.5068
H -8.888084 -1.235186 0.507012 0.1231 0.0026 0.0183
H -8.277896 0.403635 0.767660 0.0134 -0.0931 -0.0408
H -7.984147 -0.852005 1.984006 -0.0221 -0.0621 -0.1076
H -7.554567 -2.465782 -1.155781 -0.1983 -0.1005 -0.0084
H -4.906812 -2.558311 -1.862904 -0.0304 -0.0257 0.0063
H -1.378408 -2.079213 2.730169 0.1085 -0.0790 0.0327
H -2.415620 -1.374759 5.163715 -0.0146 0.0306 0.1832
H -4.217609 0.095591 5.930881 -0.0350 0.0048 -0.1261
H -5.634135 -0.012522 4.868450 0.0826 -0.0239 0.0479
H -4.604794 1.430540 4.832729 0.0524 -0.0915 0.0323
H -1.854109 2.173384 -1.554558 0.0292 0.0744 0.0041
H -3.085344 4.476788 -0.702274 -0.0552 0.1597 -0.0123
H -4.941071 5.002330 0.837906 0.0383 -0.0849 -0.0139
H -4.970996 3.924026 2.242314 0.0497 0.0482 -0.0483
H -6.144016 3.708418 0.935841 0.0617 0.0510 -0.0449
F 3.188841 2.433219 0.859013 0.0527 -0.0161 -0.0128
C 3.042043 1.309945 0.134829 -1.2385 -0.1103 0.1657
C 1.748632 0.832733 -0.003296 0.8332 -0.1241 -0.1669
C 1.505594 -0.378116 -0.665666 0.6458 0.3519 -0.0814
C 0.185247 -0.927556 -0.719810 -0.7579 -0.3593 -0.1303
O -0.813837 -0.198453 -0.282432 1.5809 -0.7005 -0.4069
C 0.082405 -2.267992 -1.201791 -0.6427 0.4136 0.5670
C 1.154013 -2.858395 -1.821367 1.3003 1.1917 0.2609
N 2.357874 -2.221098 -1.956131 -1.5227 -0.7424 0.2682
C 3.364511 -2.843449 -2.760503 0.8663 -0.3968 -0.2713
C 3.853893 -2.120859 -3.985860 -0.0685 -0.0175 -0.0138
C 2.978896 -3.330030 -4.122109 0.0347 0.0330 -0.0731
C 2.608288 -1.053249 -1.263799 -0.8933 0.2526 0.2693
C 3.886153 -0.531805 -1.150214 0.4442 1.2438 0.6468
C 4.150742 0.651578 -0.403168 -0.1610 -1.3311 -0.9580
N 5.471988 1.103016 -0.283923 -0.0292 0.0773 -0.4169
C 5.705666 2.472558 0.142928 -0.2438 0.2698 0.2883
C 7.177755 2.853003 -0.087135 -0.3971 0.5424 0.4042
N 7.801476 1.872322 -1.003586 0.2563 0.1678 -0.4977
C 7.863200 0.538752 -0.356953 0.0173 -0.7552 0.2498
C 6.479540 0.189153 0.227997 -0.0894 -0.1101 0.3321
C -1.138840 -3.161559 -0.977737 1.8870 -0.1385 -0.5452
O -0.995432 -4.353655 -1.078216 -0.3668 0.1345 -0.0364
O -2.218759 -2.536000 -0.685713 -1.5268 -0.2302 0.4724
H 0.925397 1.370030 0.436754 -0.0268 0.1020 0.1353
H 1.087616 -3.865704 -2.204364 -0.0638 -0.0098 -0.1374
H 4.082534 -3.423568 -2.187782 -0.0724 0.0153 -0.0551
H 4.897337 -2.208161 -4.246748 0.0726 -0.0823 0.0468
H 3.427181 -1.154158 -4.206542 -0.1479 0.0451 0.0041
H 3.416080 -4.248394 -4.481256 0.0575 -0.0577 0.0823
H 1.956832 -3.180244 -4.436427 -0.0529 0.0810 -0.0238
H 4.703457 -1.012216 -1.658896 0.1256 -0.1133 -0.0180
H 5.471140 2.611211 1.207002 0.1255 0.0886 -0.1806
H 5.048829 3.130929 -0.431480 0.1826 -0.0782 0.0941
H 7.738353 2.845132 0.848656 0.0897 -0.0728 -0.1667
H 7.238368 3.852297 -0.517141 0.1559 -0.1052 -0.0242
H 8.742714 2.182667 -1.275405 -0.2397 -0.1038 -0.0128
H 7.225901 1.806914 -1.854297 0.2166 0.0154 0.1759
H 8.604338 0.580838 0.442159 0.0348 0.0918 -0.1691
H 8.192346 -0.196386 -1.092392 -0.0146 0.1670 -0.0284
H 6.513490 0.259140 1.323856 0.0522 -0.0745 -0.0558
H 6.212586 -0.835639 -0.025086 0.0991 0.1008 0.0401
```
Positions in Å, forces in eV/Å.

The expectation value of S² is 0.7545. The value obtained for the total energy is -2378.701383 a.u. Its total charge is +3. The HOMO-LUMO gap (spin up / spin down) is 7.20 / 6.99 eV. As for the spin multiplicity: 2.

Record 2
This record from OMol25 describes a molecular structure, C29H33InN5O8. The level of theory is the ωB97M-V functional and the def2-TZVPD basis.

XYZ file:
```
76
Properties=species:S:1:pos:R:3:forces:R:3
C -0.456322 -1.160884 -5.673157 -0.2791 -0.1933 -0.2186
C -1.089254 -2.053376 -4.894867 0.0828 -0.1096 0.1410
C -0.460201 -2.966749 -3.925692 -0.1003 -0.3042 -0.4783
In -0.243944 -1.734722 -2.029258 -0.2245 0.3083 -0.2948
N 0.801567 -2.830874 -0.511787 0.2373 0.1269 -0.1250
C 1.786380 -2.011716 0.215066 -0.5128 -0.1415 0.0041
C 1.499034 -2.008957 1.719101 0.1368 0.0777 -0.0537
H -0.951502 -0.250961 -5.991992 -0.1991 -0.3300 -0.6425
H 0.558533 -1.336347 -6.009291 0.2396 0.4081 0.6618
H -2.178536 -2.109099 -4.938401 -0.0631 0.6794 0.5694
H -1.093377 -3.835621 -3.721830 0.1769 -0.1340 -0.0627
H 0.533645 -3.271564 -4.268760 0.0388 -0.0719 0.2204
H -1.907512 -1.299287 -1.555049 0.0704 -0.0933 0.1441
H 0.582165 -0.234826 -2.474290 0.1729 -0.1495 0.0603
H 1.304094 -3.591272 -0.954190 -0.1116 -0.0936 0.0284
H 2.810749 -2.363071 0.041119 0.0198 0.0559 0.0061
H 1.727861 -0.976780 -0.137616 0.3051 0.0306 0.0513
H 2.299760 -1.519645 2.287838 -0.0200 0.0212 -0.0176
H 1.386941 -3.034319 2.077786 -0.0164 0.0252 0.0295
H 0.567165 -1.470122 1.907971 -0.0406 -0.1027 0.0480
C 5.648886 2.140527 -5.788575 -0.0144 -0.0129 -0.0138
C 5.440900 0.797797 -5.504409 0.0131 0.0625 -0.0338
C 4.411666 0.106802 -6.123609 0.0654 -0.0850 0.0888
C 3.609224 0.782042 -7.022731 0.0316 0.0352 0.0389
C 3.792429 2.119683 -7.315922 0.0154 0.1347 -0.0492
C 4.824250 2.800541 -6.690188 0.0357 -0.0468 0.0324
N 2.518292 0.047138 -7.690358 -0.0246 0.0388 0.1308
O 2.375880 -1.119072 -7.398869 0.1066 -0.0813 -0.1931
O 1.830796 0.658914 -8.483580 0.0043 0.0066 -0.0688
H 6.454254 2.675736 -5.302722 -0.0067 0.0047 0.0134
H 6.078108 0.286329 -4.796343 -0.0167 -0.0052 0.0182
H 4.230649 -0.935227 -5.907831 -0.0758 0.0035 -0.0305
H 3.140014 2.617399 -8.017197 -0.0470 -0.0682 -0.0096
H 4.982981 3.848448 -6.905863 -0.0086 0.0067 -0.0007
C 1.448951 4.382615 3.979074 0.2790 0.0016 -0.1319
C 2.730768 3.850484 3.897177 -0.0880 -0.0197 -0.0432
C 3.061903 2.980073 2.870588 0.0947 -0.0003 0.1100
C 2.092921 2.657342 1.939783 -0.0094 0.0352 0.0449
C 0.811352 3.170305 2.001899 -0.1387 0.0345 0.0022
C 0.491773 4.041697 3.032402 0.0202 0.0168 0.0527
N 2.433132 1.732780 0.839570 -0.0918 -0.0666 0.1151
O 3.560500 1.274807 0.822053 0.0612 0.0386 -0.0367
O 1.563557 1.484764 0.038073 0.0781 0.0612 -0.0805
H 1.205513 5.065889 4.776504 -0.0187 0.0265 -0.0333
H 3.474807 4.111656 4.638195 0.0120 0.0121 -0.0099
H 4.050930 2.553834 2.794793 -0.0196 -0.0403 -0.0744
H 0.078412 2.890452 1.259538 0.0551 -0.0506 -0.0398
H -0.506861 4.452096 3.099948 -0.0022 -0.0023 0.0034
C -1.064356 0.542412 8.616452 -0.0026 0.0211 -0.0118
C -2.034417 0.554891 7.623212 0.0450 0.0113 0.0516
C -2.134968 1.636332 6.763174 -0.0925 -0.0873 -0.0350
C -1.251152 2.687740 6.918333 0.0085 -0.0597 0.0295
C -0.279875 2.699351 7.901775 0.1045 0.0197 0.0868
C -0.191427 1.613427 8.757224 -0.0510 -0.0440 -0.0166
N -1.338910 3.826863 5.991458 0.0189 -0.0064 -0.0848
O -2.206172 3.801012 5.144516 -0.0613 0.0184 -0.0045
O -0.525642 4.722738 6.113430 -0.1768 0.0436 0.2488
H -0.986015 -0.307346 9.281578 -0.0014 -0.0025 0.0026
H -2.711691 -0.280530 7.513110 -0.0023 -0.0028 -0.0122
H -2.881231 1.659622 5.983503 0.0368 0.0580 -0.0371
H 0.393995 3.537474 7.994566 -0.0262 0.0325 -0.0691
H 0.563307 1.601655 9.531496 0.0081 0.0043 -0.0006
C -3.838684 -3.422974 -1.544037 -0.0271 -0.1320 -0.0404
C -5.036783 -3.146499 -2.189824 0.0247 -0.0488 0.0605
C -6.237244 -3.241756 -1.504891 -0.0137 0.0484 -0.1207
C -6.211969 -3.614110 -0.172136 0.0405 0.0217 -0.0171
C -5.029057 -3.898128 0.489992 0.1034 -0.0216 0.0669
C -3.836994 -3.800873 -0.207305 -0.0209 -0.0159 -0.0285
N -7.478685 -3.701346 0.564933 0.0070 -0.0194 -0.0117
O -8.509356 -3.468651 -0.038735 -0.0325 0.0071 -0.0172
O -7.435530 -4.002457 1.743112 -0.0004 -0.0136 0.0357
H -2.901487 -3.339877 -2.073910 -0.0150 0.0517 -0.0159
H -5.032961 -2.849576 -3.229707 0.0019 0.0114 -0.0025
H -7.175596 -3.028703 -1.994299 -0.0392 -0.0033 0.0688
H -5.041798 -4.186753 1.530126 -0.0771 0.0141 0.0057
H -2.898535 -4.009598 0.288755 0.0176 0.0442 -0.0038
```
Positions in Å, forces in eV/Å.

The value obtained for the total energy is -2190.258119 a.u. Its total charge is -1. The HOMO-LUMO gap is 4.51 eV.

Record 3
This record from OMol25 describes 3 unconnected molecules or ions with the total composition C29H33N3O5. The level of theory is the ωB97M-V functional and the def2-TZVPD basis.

XYZ file:
```
70
Properties=species:S:1:pos:R:3:forces:R:3
O 1.654753 -2.155613 -0.101036 -0.9391 0.4970 -0.0169
C 1.086863 -1.106874 -0.328583 -0.4171 1.0918 -0.3043
C 1.875364 0.039297 -1.002009 1.0826 1.0638 -1.1683
C 3.083663 -0.296017 -1.768584 -0.4361 1.8016 -0.0168
C 3.851549 0.750763 -2.467231 -2.6686 0.0636 1.7480
C 3.362783 2.129147 -2.359692 -0.8000 -1.1307 0.7388
C 2.163671 2.499635 -1.588130 0.8493 -2.3826 -0.3745
C 1.428259 1.425666 -0.919652 0.6464 -0.9405 -0.8322
C 0.137924 1.711083 -0.105913 0.9018 0.4479 -0.1863
O 0.053154 2.814416 0.401132 -0.5552 -0.8062 -0.1761
C -0.928400 0.603380 0.056652 -0.4153 -1.6820 -0.1847
C -2.350741 0.917619 0.287411 1.0745 -1.0219 -0.2363
C -2.802630 2.381677 0.326586 -1.0461 3.0179 0.7089
C -2.799756 3.278984 -0.839230 -0.1997 -0.5739 0.2878
C -3.240655 4.662972 -0.835700 0.5245 -2.0699 1.1114
N -3.668776 5.257358 0.312733 0.7731 -1.6692 -0.4529
C -3.646663 4.465671 1.410754 -0.0662 -0.9517 1.2943
C -3.275505 3.066713 1.558320 0.5022 0.1472 -2.9235
C -3.303631 -0.174106 0.443795 1.8732 -0.1099 -0.4213
C -2.867385 -1.559010 0.362976 1.3859 1.9040 -0.0885
C -1.450058 -1.904040 0.129321 -0.6401 1.3425 0.5185
C -1.138687 -3.431080 0.057735 0.0456 0.1979 -0.3328
C -1.077047 -3.947078 -1.451231 -0.4397 -0.8192 0.4915
C -2.527303 -4.304161 -2.008730 0.0795 1.1353 0.0803
C -3.229066 -3.006411 -2.605739 0.0466 -0.1987 -0.3000
O -4.550911 -2.867715 -2.023370 0.4679 0.0748 -0.2408
C -0.447240 -0.806031 -0.031248 -1.9537 -0.0592 0.2230
H 3.389131 -1.366613 -1.839766 -0.2889 1.0841 0.1424
H 4.743962 0.447377 -3.060410 -0.8615 0.5463 0.5523
H 3.913044 2.932164 -2.897623 -0.5187 -0.6706 0.5201
H 1.821734 3.562782 -1.556192 0.3729 -1.1326 0.1129
H -2.464217 2.847075 -1.818319 -0.2934 0.4705 1.0133
H -3.200096 5.240136 -1.793553 -0.1621 -0.4640 1.1369
H -3.967200 4.969192 2.363705 0.2636 -0.4341 -1.0888
H -3.333782 2.523731 2.534472 0.0608 0.7663 -1.0119
H -4.373793 0.102255 0.596077 1.0138 -0.4353 -0.1203
H -3.651399 -2.344763 0.475297 1.0062 0.6135 -0.1850
H -1.962985 -4.000149 0.575604 0.7241 0.7088 -0.5201
H -0.200907 -3.714026 0.606820 -0.8493 0.5980 -0.7272
H -0.471776 -4.899009 -1.417750 -0.4831 1.0534 -0.2286
H -0.587056 -3.192797 -2.127898 -0.2960 -0.7869 0.7009
H -3.186291 -4.633956 -1.154321 0.7115 0.0716 -0.9588
H -2.462602 -5.112967 -2.790113 -0.1411 0.8219 0.8754
H -2.622714 -2.083514 -2.384921 -0.4578 -0.8776 -0.1370
H -3.340617 -3.084632 -3.723415 0.2282 0.0138 0.9477
H -4.977405 -2.071450 -2.380351 0.3259 -0.3821 0.0867
C 0.579884 6.872937 2.181126 0.2680 -0.0225 -0.0089
N 1.551369 6.426692 1.202871 -0.2446 -0.0671 -0.2956
C 2.964326 6.507784 1.524550 -0.0057 -0.1325 -0.2696
C 1.181724 5.936472 -0.000676 -0.1457 0.0046 0.1589
O 1.947932 5.545050 -0.864590 0.1365 0.1769 0.1386
H 0.755061 7.927901 2.405503 -0.1339 -0.0221 0.1137
H 0.693084 6.283124 3.093707 -0.1368 0.0968 0.0527
H -0.434986 6.752549 1.802745 0.0859 -0.0388 -0.0460
H 3.464982 7.143700 0.791667 0.1123 -0.0578 0.0897
H 3.402661 5.508969 1.476177 0.1117 0.0935 0.0251
H 3.102897 6.920573 2.522779 -0.1085 -0.0207 -0.0579
H 0.089468 5.917716 -0.142734 -0.0035 -0.0025 0.0691
C 4.027234 -6.511148 1.933358 -0.2094 0.2275 0.0531
N 2.619780 -6.301545 1.661710 -0.0032 -0.3832 -0.2341
C 1.980014 -5.093564 2.148623 -0.2820 -0.1371 -0.0689
C 1.879436 -7.197544 0.966491 0.0728 0.1162 0.0638
O 0.697025 -7.077649 0.706635 0.0756 0.1545 0.0737
H 4.185778 -6.527686 3.014300 0.1807 -0.0236 -0.0471
H 4.603233 -5.693355 1.493873 0.1416 -0.0894 0.0768
H 4.367830 -7.455282 1.508836 -0.0928 0.0402 -0.0014
H 1.159660 -5.370796 2.814451 -0.0108 0.1583 -0.0003
H 1.570328 -4.530192 1.309149 0.0631 0.0819 0.1024
H 2.694095 -4.473463 2.688425 0.0309 -0.1018 -0.0759
H 2.458622 -8.078325 0.642341 0.0665 0.0138 0.0308
```
Positions in Å, forces in eV/Å.

The value obtained for the total energy is -1665.225951 a.u. The HOMO-LUMO gap is 8.22 eV.